# C31H43N4

A 2-piece molecular cluster, C31H43N4 overall at a distorted geometry (wB97M-V/def2-TZVPD, the Open Molecules 2025 dataset).

Calculated values
* HOMO energy: -10.06 eV
* gap between HOMO and LUMO: 5.51 eV
* total charge: +1
* energy relative to the best compared isomer or geometry (same formula, charge and spin): 9.4 kcal/mol

Last column: Mulliken charge in e.
Positions of all 78 atoms, in Å:
1 H -8.908 -0.215 3.711  0.333
2 H -6.168 1.123 2.868  0.258
3 C -8.167 -0.603 2.991  -0.927
4 H -2.638 -2.183 4.063  0.368
5 H 6.839 -4.315 3.637  0.332
6 C -1.920 2.268 0.669  0.904
7 C -0.595 -0.683 3.192  -0.729
8 H -0.536 1.115 -2.943  0.357
9 H 1.351 6.977 3.518  0.317
10 H 3.540 3.246 2.364  0.439
11 C 0.241 1.066 -2.171  -1.468
12 C 4.563 -5.665 4.414  -1.017
13 C 1.175 1.056 3.555  0.490
14 N 2.338 5.138 3.809  0.257
15 H -0.825 -1.747 3.090  0.102
16 C -7.505 -2.486 4.402  -1.097
17 C -4.722 -1.773 4.017  -0.772
18 C 0.847 3.296 4.465  -0.612
19 H 3.290 6.374 5.220  0.316
20 H 6.117 -5.129 2.237  0.320
21 H -2.080 4.407 0.501  0.416
22 C 0.441 1.978 4.336  -0.395
23 H 3.934 4.709 5.071  0.292
24 H -1.469 1.258 3.022  0.896
25 H -3.479 3.535 -0.161  0.373
26 C 3.956 -2.189 4.218  -0.464
27 H -0.962 -0.048 -0.755  0.170
28 H 2.965 0.843 2.346  0.590
29 H 2.475 6.510 2.209  0.319
30 C -5.410 0.385 3.130  -1.075
31 C 2.695 2.875 2.950  -0.502
32 C 2.997 -1.194 4.134  -0.630
33 C 1.563 -2.674 2.859  -0.751
34 C 3.532 5.564 4.515  -0.989
35 C -5.784 -0.902 3.631  2.085
36 H -0.443 1.640 4.878  0.608
37 H -6.744 -2.781 5.131  0.320
38 N -1.301 1.989 -0.563  -0.221
39 H 4.296 5.941 3.816  0.331
40 H -7.661 -3.331 3.711  0.362
41 H 0.906 5.655 2.390  0.249
42 H -2.549 1.418 0.973  -0.004
43 C -3.403 -1.449 3.796  -1.123
44 H 3.594 -5.635 4.922  0.315
45 C 3.746 -3.457 3.627  -0.046
46 H -1.130 2.330 1.438  -0.387
47 N 4.731 -4.443 3.663  0.245
48 C 1.776 -1.392 3.433  0.271
49 H -3.279 3.672 1.596  0.461
50 C -0.408 0.908 -0.795  0.125
51 H -8.446 -2.304 4.933  0.353
52 H -3.812 1.743 2.645  0.357
53 H 0.346 0.853 0.016  -0.070
54 H 5.977 -3.358 2.399  0.313
55 C 5.982 -4.303 2.950  -1.031
56 H 0.318 3.985 5.128  0.451
57 H 3.175 -0.254 4.654  0.487
58 H 4.604 -6.543 3.755  0.326
59 H -1.352 2.698 -1.277  0.315
60 H -7.787 0.230 2.390  0.260
61 C -3.023 -0.184 3.273  0.168
62 H 4.872 -2.025 4.782  0.453
63 C 2.519 -3.676 2.951  -0.405
64 N -7.094 -1.282 3.701  0.046
65 C 2.340 1.539 2.908  -0.528
66 C 1.967 3.784 3.749  -0.191
67 H 5.359 -5.762 5.166  0.313
68 H 0.915 0.240 -2.403  0.399
69 C -1.653 0.194 3.100  -0.183
70 C 0.762 -0.342 3.390  0.580
71 H -4.947 -2.742 4.460  0.211
72 H 2.361 -4.644 2.468  0.441
73 C 1.735 6.127 2.934  -0.926
74 H 0.800 2.011 -2.195  0.373
75 H -8.675 -1.307 2.315  0.329
76 C -4.077 0.734 2.983  -0.609
77 H 0.635 -2.887 2.322  0.451
78 C -2.745 3.551 0.652  -1.693

***

# C4H11NO2

A 2-piece molecular cluster, C4H11NO2 overall at a distorted geometry (wB97M-V/def2-TZVPD, the Open Molecules 2025 dataset).

Calculated values
* HOMO energy: -9.46 eV
* gap between HOMO and LUMO: 10.13 eV
* energy relative to the best compared isomer or geometry (same formula, charge and spin): 16.3 kcal/mol

Last column: natural (NBO) charge in e.
Positions of all 18 atoms, in Å:
1 H 0.778 -0.330 -1.141  0.198
2 O 3.422 -0.951 0.959  -0.940
3 H 0.483 0.573 -2.619  0.207
4 C -1.220 -0.452 1.769  -0.714
5 H -2.016 -0.010 2.361  0.247
6 N -1.613 0.229 -0.621  -0.624
7 C -1.762 -0.701 0.392  0.671
8 H 4.336 -1.187 0.783  0.472
9 H -0.367 0.235 1.802  0.214
10 C -0.540 1.193 -0.741  -0.226
11 H -0.825 -1.393 2.130  0.244
12 O -2.547 -1.614 0.191  -0.618
13 C 0.665 0.683 -1.549  -0.621
14 H -0.974 2.072 -1.243  0.192
15 H -0.186 1.658 0.175  0.208
16 H 1.572 1.269 -1.432  0.219
17 H 2.897 -1.346 0.275  0.469
18 H -2.105 0.073 -1.491  0.403

***

# C21H21N7OS4Tl

C21H21N7OS4Tl as an isolated structure (wB97M-V/def2-TZVPD, the Open Molecules 2025 dataset).

Calculated values
* HOMO energy: -5.00 eV
* gap between HOMO and LUMO: 6.99 eV
* total charge: -1

Last column: Mulliken charge in e.
Positions of all 55 atoms, in Å:
1 C 2.354 2.539 1.147  -0.603
2 C 3.199 -2.745 -1.688  -0.941
3 S -1.071 3.442 -0.445  -0.416
4 H 1.246 -0.460 3.648  0.438
5 C -1.293 -2.087 0.325  -0.365
6 C 3.672 2.811 1.486  -0.672
7 N -2.787 2.387 -5.202  -0.572
8 C -0.585 -2.012 1.590  -0.225
9 H 2.142 -2.908 -1.961  0.275
10 H 3.939 3.783 1.883  0.389
11 H 5.048 -0.154 0.602  0.400
12 N -0.526 -2.946 2.567  0.086
13 N -1.060 -1.231 -0.642  0.394
14 C -2.312 3.346 -2.854  0.133
15 C 2.651 -1.048 -0.116  -0.157
16 H 3.449 -3.428 -0.873  0.312
17 C 3.164 -0.466 -2.379  -0.827
18 C -1.917 -1.555 -1.665  -0.498
19 N 0.124 -0.958 1.896  0.459
20 H -5.224 1.663 0.266  0.333
21 H 3.411 0.557 -2.098  0.292
22 H 5.678 2.046 1.548  0.365
23 C -3.776 0.097 1.964  0.274
24 N -3.774 5.346 -2.136  -0.562
25 C -3.109 4.460 -2.454  -0.062
26 H 1.601 3.311 1.260  0.334
27 H -1.944 -0.973 -2.570  0.445
28 H 3.815 -3.000 -2.551  0.346
29 C 2.969 0.316 0.445  -0.173
30 H -6.553 1.711 1.467  0.229
31 C -2.568 2.819 -4.155  0.015
32 O -5.064 0.471 1.971  -0.308
33 C 0.219 -2.409 3.591  -0.529
34 H 2.098 -0.490 -2.664  0.232
35 H 3.759 -0.739 -3.251  0.385
36 C -2.675 -2.621 -1.293  -0.825
37 H 2.842 -1.805 0.652  0.552
38 C 0.625 -1.186 3.151  -0.774
39 S -3.494 -1.366 2.744  -0.440
40 H 1.579 -1.117 -0.362  -0.042
41 H -2.765 -3.547 0.614  0.312
42 C 1.998 1.296 0.635  0.600
43 H -1.099 -3.768 2.634  0.243
44 S -2.687 1.167 1.197  -0.135
45 C 4.644 1.838 1.298  -0.620
46 N -2.255 -2.966 -0.027  0.024
47 C -5.475 1.679 1.326  -0.756
48 H -5.000 2.547 1.782  0.348
49 C 4.293 0.604 0.777  -0.575
50 S -0.434 1.411 -2.545  -0.420
51 C -1.371 2.781 -2.018  0.899
52 H -3.473 -3.141 -1.791  0.416
53 N 3.459 -1.378 -1.284  -0.089
54 Tl -0.075 1.012 0.042  0.628
55 H 0.389 -2.937 4.511  0.429

***

Number 1: LUMO -4.54 eV. Number 2: LUMO 0.68 eV. Number 3: LUMO 1.99 eV.